Density functional theory data (ωB97M-V/def2-TZVPD) for a molecular structure, C62H155BaN10O21.

Computed properties:
Frontier orbital gap ... 0.2468 Eh
Net charge ... +1

```
249
Properties=species:S:1:pos:R:3:forces:R:3
Ba 17.43274 -18.47780 12.67948 -0.07 2.48 -0.39
C 20.01656 -14.37705 13.77007 0.37 -0.16 0.18
C 18.71383 -14.53730 13.05846 -1.49 -1.43 -0.45
O 18.35519 -15.79430 12.55053 0.57 -1.10 0.13
H 20.82767 -14.73732 13.13728 -0.10 0.14 0.06
H 20.07570 -14.87975 14.73541 -0.04 -0.06 0.13
H 20.10044 -13.30047 13.91855 0.48 0.14 0.27
H 18.76084 -13.77206 12.28366 -0.30 0.25 -0.58
H 17.89719 -14.26885 13.72863 -0.20 0.74 0.45
C 14.20645 -23.26014 16.95061 -0.17 -0.44 0.45
O 15.04203 -22.15881 16.78087 -0.08 2.18 -1.18
C 14.40728 -21.06835 16.05088 0.42 -0.08 0.74
C 15.34712 -19.87601 15.86521 -0.47 -0.28 -0.52
N 16.37207 -20.02535 14.84593 0.91 -1.46 -0.26
C 17.53478 -20.70553 15.38936 2.37 0.13 -0.01
C 18.62584 -19.71740 15.84255 -0.94 -0.10 1.40
O 18.89676 -18.76132 14.86659 0.38 0.32 -0.77
C 19.89274 -17.78551 15.23696 0.15 -0.92 0.05
H 13.70243 -23.50644 16.01605 0.07 -0.40 -0.08
H 13.44621 -23.10245 17.71564 -0.21 0.29 0.06
H 14.85092 -24.04966 17.33715 -0.17 -0.25 -0.38
H 13.52469 -20.68456 16.56259 -0.08 -0.15 0.54
H 14.00833 -21.37434 15.08377 0.23 -0.51 -0.34
H 15.86612 -19.69381 16.80624 -0.34 0.55 0.06
H 14.78683 -19.03877 15.44902 -0.49 0.24 0.99
H 16.08404 -20.73121 14.18342 -0.96 0.02 -0.36
H 18.01974 -21.31937 14.63033 -0.13 -0.05 -0.53
H 17.31898 -21.43943 16.16584 -0.18 0.27 0.33
H 19.51719 -20.23908 16.19107 0.22 -0.21 -0.26
H 18.25493 -19.17996 16.71530 -0.12 0.11 0.42
H 20.05086 -17.10823 14.39768 -0.48 0.12 0.17
H 20.83541 -18.30046 15.42211 0.16 -0.10 0.11
H 19.58738 -17.30829 16.16816 -0.04 0.38 -0.13
C 19.96996 -6.99170 5.93619 0.08 -0.57 0.62
O 20.07515 -7.85368 7.10941 0.35 -0.24 -1.17
C 21.21353 -8.77298 7.07849 -0.67 1.19 0.68
C 21.19200 -9.61558 8.36148 -0.52 -0.28 -1.31
N 20.14557 -10.63205 8.23237 0.29 -0.07 -0.90
C 19.67820 -11.10790 9.48955 0.54 0.12 0.90
C 18.60476 -12.15374 9.47455 -0.46 0.27 -0.35
O 17.37236 -11.69167 8.92667 -0.78 -0.13 -0.19
C 16.55758 -10.82063 9.71227 1.07 0.05 0.24
H 18.93733 -6.72526 5.71082 -0.19 -0.12 0.68
H 20.28695 -7.47129 5.01012 0.50 -0.25 0.13
H 20.52434 -6.06921 6.10874 0.18 -0.04 -0.09
H 22.14088 -8.20305 7.02093 0.13 0.21 0.10
H 21.18258 -9.39312 6.18263 -0.22 -0.25 0.01
H 21.05033 -9.02255 9.26500 -0.03 0.47 -0.01
H 22.17482 -10.08154 8.43246 0.08 -0.26 0.13
H 19.38172 -10.26762 7.68116 -0.12 0.15 0.00
H 19.37589 -10.26488 10.11087 -0.34 0.28 0.46
H 20.54084 -11.52199 10.01156 0.12 -0.20 0.22
H 18.46561 -12.53749 10.48523 -0.14 -0.02 0.25
H 18.90997 -12.98844 8.84350 -0.05 -0.02 -0.08
H 16.46949 -11.14198 10.75008 -0.14 -0.45 0.08
H 15.55420 -10.71830 9.29892 0.23 -0.26 -0.30
H 17.02212 -9.83635 9.77156 -0.07 0.31 -0.14
C 17.53106 -12.63560 22.89432 0.85 -0.19 -0.23
O 17.94627 -13.75803 22.11689 -0.49 0.52 -0.34
C 17.62938 -15.01703 22.69779 0.28 0.31 -0.65
C 17.66625 -16.05537 21.56305 0.52 -1.65 0.22
N 16.54139 -15.99583 20.66240 -1.13 1.46 -1.37
C 16.65895 -16.66916 19.32607 0.86 0.33 1.01
C 17.68446 -16.03154 18.39248 0.04 0.72 0.14
O 17.44950 -14.62682 18.13665 0.06 -1.31 0.68
C 18.47255 -14.06764 17.35446 -0.14 1.26 -0.53
H 16.48963 -12.72454 23.20351 -0.01 0.03 0.12
H 17.69023 -11.71514 22.33262 -0.29 -0.25 -0.47
H 18.21541 -12.50167 23.73208 -0.24 -0.28 0.56
H 16.66921 -14.93090 23.20647 -0.30 -0.37 -0.14
H 18.38555 -15.22032 23.45606 0.10 -0.44 0.08
H 17.66539 -17.08434 21.92266 0.35 0.00 0.68
H 18.58268 -15.93894 20.98452 0.57 0.26 0.35
H 16.63195 -15.01174 20.45395 -1.11 0.63 -0.54
H 15.74198 -16.79910 18.75129 -0.57 0.51 0.65
H 16.97065 -17.68695 19.56068 0.31 -0.22 -0.27
H 17.65546 -16.54160 17.42963 0.24 -0.35 -0.18
H 18.66284 -16.12412 18.86396 0.35 -0.06 -0.26
H 18.40498 -12.98467 17.45797 -0.12 0.06 0.14
H 18.33575 -14.24959 16.28850 -0.09 -0.43 -0.26
H 19.51041 -14.29095 17.60164 -0.02 -0.57 0.51
C 27.40029 -15.15974 22.10963 1.24 0.47 -0.25
O 26.56381 -15.07740 21.01113 -0.80 -0.08 -0.66
C 25.28138 -14.62875 21.38116 -0.18 1.26 -0.46
C 24.52003 -14.15937 20.13165 -0.34 -1.71 0.13
N 23.69769 -15.28690 19.61782 -0.24 0.99 0.07
C 22.79344 -14.80004 18.58451 0.85 -0.68 -1.11
C 22.40572 -15.94725 17.66834 -0.41 -0.56 0.10
O 23.47056 -16.68394 17.05763 0.41 -0.05 -0.32
C 24.33941 -15.97449 16.12806 -0.61 0.07 1.86
H 27.69533 -14.15817 22.42254 -0.30 0.32 0.49
H 28.33963 -15.55434 21.72228 -0.08 -0.65 0.39
H 26.96254 -15.70987 22.94259 0.18 -0.24 0.05
H 25.34856 -13.74758 22.01921 0.39 0.18 0.37
H 24.77729 -15.39578 21.96911 -0.38 -0.14 -0.25
H 25.22421 -13.81619 19.37371 0.37 0.04 -0.03
H 23.86876 -13.30235 20.30329 -0.15 -0.18 0.42
H 24.30062 -15.97356 19.18762 0.24 -0.15 0.05
H 23.30790 -14.11001 17.91571 -0.05 0.82 0.15
H 21.89969 -14.35276 19.01954 -0.01 0.16 -0.08
H 21.70071 -15.66689 16.88575 -0.10 0.57 -0.18
H 21.85567 -16.64238 18.30266 0.19 -0.56 -0.12
H 25.01911 -15.37835 16.73692 0.10 0.41 -0.16
H 23.74726 -15.31512 15.49348 0.11 -0.08 -0.34
H 24.98166 -16.68602 15.60907 -0.55 -0.16 -0.17
C 20.10460 -10.15111 13.14306 1.48 -0.82 0.26
O 18.91835 -9.96199 13.83388 -1.42 0.35 -0.44
C 17.80227 -9.79922 12.90389 1.41 0.05 0.20
C 16.52770 -9.68137 13.68043 -1.13 -0.04 0.66
N 16.37222 -10.74819 14.69371 0.12 0.71 0.20
C 15.73842 -11.95809 14.18248 0.45 0.21 -1.01
C 14.23035 -11.81381 13.92890 0.61 -0.62 0.41
O 13.91569 -11.50987 12.59095 1.46 0.09 -0.14
C 12.60384 -11.14834 12.44023 -1.24 1.01 -0.43
H 20.17244 -11.12089 12.65009 -0.46 -0.15 -0.48
H 20.93519 -10.22621 13.84489 -0.12 0.32 0.37
H 20.40003 -9.38153 12.42993 -0.48 0.27 -0.13
H 17.81473 -10.63083 12.19936 -0.04 -0.32 0.11
H 18.02743 -8.90870 12.31705 -0.28 0.25 -0.12
H 15.64864 -9.70630 13.03641 0.11 0.24 -0.29
H 16.50857 -8.74922 14.24509 0.10 0.23 -0.23
H 17.36187 -10.88677 14.84030 0.09 -1.00 0.96
H 15.91210 -12.81943 14.82748 0.08 0.24 0.32
H 16.28391 -12.16026 13.26070 -0.46 -0.77 -0.60
H 13.86916 -11.08896 14.65844 -0.29 0.40 -0.15
H 13.70546 -12.75026 14.11776 0.06 -0.36 0.47
H 12.38873 -11.00294 11.38160 0.06 -0.24 -0.07
H 12.40155 -10.18374 12.90576 -0.04 0.25 0.26
H 11.88152 -11.84500 12.86569 0.01 -0.44 0.05
C 17.21500 -8.35955 17.73628 -0.05 -0.68 -1.47
O 18.57622 -8.61311 17.96718 0.81 0.91 0.59
C 18.99719 -9.96085 17.78604 -0.61 0.64 0.97
C 20.47060 -10.05417 18.14628 0.56 1.12 -1.02
N 21.03085 -11.37692 18.08091 -0.45 -1.60 -0.12
C 21.35817 -11.82659 16.70617 0.94 1.19 0.68
C 22.68814 -11.17858 16.24595 -1.31 -0.48 -0.80
O 23.76808 -11.76977 16.87164 0.84 -1.05 0.99
C 25.03527 -11.50391 16.32081 -0.05 0.49 -0.75
H 16.96219 -7.31458 17.55683 0.64 0.29 0.81
H 16.54768 -8.80824 18.47213 0.01 -0.03 0.14
H 17.00692 -8.75997 16.74407 -0.57 -0.60 -0.10
H 18.70814 -10.24723 16.77484 0.29 -0.45 -0.15
H 18.48810 -10.55736 18.54307 -0.38 -0.52 -0.20
H 20.64184 -9.57007 19.10775 -0.29 -0.47 0.32
H 21.06806 -9.42275 17.48867 -0.26 0.59 -0.47
H 21.88509 -11.38694 18.61968 0.04 -0.22 0.08
H 20.56009 -11.58625 16.00375 -0.09 0.50 0.11
H 21.46694 -12.90196 16.56526 0.10 -0.26 0.67
H 22.71318 -10.10955 16.45721 -0.25 0.27 -0.44
H 22.69874 -11.42944 15.18526 0.45 0.57 -0.57
H 25.75399 -12.25231 16.65464 -0.17 0.12 0.14
H 25.40522 -10.49305 16.49233 -0.01 0.18 0.84
H 25.00875 -11.48481 15.23130 -0.22 -0.65 -0.38
C 23.17722 -9.44478 11.34847 -0.41 -0.32 1.11
O 22.56009 -10.67718 11.72491 0.64 -0.46 -0.54
C 23.46924 -11.76129 11.58747 -0.51 -1.14 0.29
C 22.80615 -13.14025 11.84122 0.17 1.64 0.41
N 23.83933 -14.14845 11.91095 -0.50 -1.12 0.07
C 23.17081 -15.38014 12.36076 0.91 0.36 0.45
C 24.12480 -16.55811 12.47231 -1.10 0.91 -2.25
O 24.35102 -16.93632 11.05379 0.53 -0.80 1.81
C 24.92044 -18.25216 11.00041 0.15 0.39 0.31
H 23.61551 -9.49762 10.35187 -0.14 0.17 -0.08
H 23.93295 -9.19366 12.09273 0.44 -0.02 -0.10
H 22.41174 -8.67961 11.47756 -0.01 0.02 -0.55
H 24.28134 -11.75099 12.31445 0.16 0.55 0.19
H 23.93611 -11.80183 10.60336 -0.02 0.33 -0.35
H 21.97064 -13.34389 11.17149 0.00 -0.11 -0.54
H 22.34531 -13.12786 12.82894 0.00 0.29 0.15
H 24.20052 -14.39144 10.99958 0.21 0.37 -0.37
H 22.37139 -15.63808 11.66613 -0.32 -0.25 0.00
H 22.73639 -15.14867 13.33329 0.01 -0.23 0.08
H 23.56109 -17.33780 12.98459 0.51 -0.39 0.21
H 25.04436 -16.22675 12.95471 0.13 -0.46 0.05
H 24.17245 -19.01860 11.20338 -0.38 -0.11 -0.42
H 25.65037 -18.42848 11.79049 0.33 0.39 0.09
H 25.43507 -18.40241 10.05137 -0.35 0.04 -0.06
C 15.49979 -16.02337 15.19223 0.78 -0.40 -0.51
O 15.42689 -16.88707 14.05379 -1.65 -0.50 -0.40
C 14.04538 -17.10382 13.62799 -0.03 0.21 1.07
C 13.91522 -18.20203 12.60713 -0.29 0.64 -0.51
N 14.87068 -17.91241 11.58196 1.75 -2.09 -1.27
C 14.77802 -18.81057 10.37147 -0.03 1.67 -0.37
C 15.74237 -18.32771 9.23581 0.26 -0.80 1.49
O 17.05858 -18.43204 9.82372 -0.57 0.34 0.62
C 18.08099 -18.00260 8.99468 1.56 0.91 -1.83
H 16.57318 -15.89431 15.33104 -0.06 0.29 0.19
H 15.07741 -16.50026 16.07670 -0.20 0.02 0.06
H 15.03263 -15.05812 14.99687 -0.10 0.02 0.00
H 13.59827 -16.18594 13.24628 0.39 0.30 -0.36
H 13.40249 -17.32986 14.47870 0.16 -0.22 0.44
H 12.92826 -18.15989 12.14645 -0.62 0.01 0.45
H 13.99821 -19.21185 13.00897 0.42 -0.15 0.19
H 14.86984 -16.92269 11.38054 -0.34 0.11 -0.59
H 13.74550 -18.82513 10.02247 -0.20 0.05 -0.34
H 14.98147 -19.85068 10.62620 0.37 -0.05 0.29
H 15.52462 -17.30526 8.92712 0.03 0.16 0.16
H 15.78661 -18.96251 8.35084 -0.67 -0.17 -0.02
H 18.89043 -17.44287 9.46332 -0.17 -0.31 0.96
H 17.80438 -17.27914 8.22775 -0.90 0.16 0.02
H 18.56631 -18.78171 8.40685 -0.20 -0.56 0.31
C 10.64038 -20.60797 10.36252 -0.15 -0.34 -1.03
O 11.12023 -19.30513 10.10335 -0.80 0.71 0.01
C 10.00307 -18.42332 9.92715 0.09 1.87 0.09
C 10.46859 -16.98072 9.50632 0.56 -1.87 0.13
N 11.44473 -16.42406 10.41946 -0.64 0.67 0.57
C 11.88295 -15.13041 9.91739 2.78 -0.26 0.10
C 13.00730 -14.45755 10.79211 -1.35 -0.19 0.02
O 14.24363 -15.21235 10.79249 -1.46 0.62 -1.30
C 15.38499 -14.48787 11.26404 -0.86 -0.58 0.83
H 10.14638 -20.97644 9.46348 -0.07 -0.17 -0.28
H 9.85643 -20.65483 11.11838 0.35 0.15 0.55
H 11.48237 -21.27934 10.53114 -0.05 0.19 0.41
H 9.41841 -18.35055 10.84420 0.18 -0.07 0.42
H 9.27324 -18.73082 9.17824 0.29 -0.58 -0.39
H 9.64178 -16.28236 9.37667 -0.21 -0.28 0.18
H 10.95878 -17.10811 8.54113 -0.17 0.04 -0.60
H 12.24135 -17.04488 10.42843 0.15 -0.03 0.07
H 11.08270 -14.46473 9.59404 -0.19 0.06 0.82
H 12.45305 -15.27678 8.99997 -0.02 -0.17 -0.73
H 12.62935 -14.30392 11.80289 0.15 -0.34 0.47
H 13.07689 -13.43669 10.41646 0.82 0.03 -0.33
H 15.41421 -13.46593 10.88605 0.19 -0.11 -0.15
H 16.25823 -15.10710 11.05888 0.18 0.36 -0.17
H 15.23878 -14.49780 12.34415 0.55 0.58 0.36
C 20.87785 -18.33078 11.57105 -0.19 0.26 -0.46
O 19.83518 -19.24100 12.05925 2.43 1.47 -0.34
C 20.30967 -20.57315 12.06172 -1.30 -0.23 -0.64
C 20.26953 -21.22331 10.65732 0.57 0.34 0.12
N 19.08869 -20.94546 9.86559 -0.11 0.58 0.87
C 18.97923 -21.60932 8.57649 -0.41 -0.12 -0.07
C 20.17694 -21.41777 7.69004 0.93 -1.06 -1.03
O 19.81668 -21.80206 6.36496 -2.26 0.41 1.13
C 20.83321 -22.02229 5.47675 1.31 0.07 -0.38
H 20.60258 -17.28048 11.66701 -0.99 -0.16 -0.21
H 21.10678 -18.58758 10.53677 -0.17 0.19 -0.10
H 21.83535 -18.30810 12.09140 -0.09 -1.04 0.64
H 19.59564 -21.03073 12.74647 0.10 -0.70 0.07
H 21.31184 -20.65653 12.48222 0.03 0.04 0.04
H 20.42138 -22.28945 10.82574 0.35 -0.33 -0.09
H 21.10800 -20.80101 10.10348 0.28 -0.37 -0.03
H 18.29128 -21.17305 10.44218 -0.39 -0.03 -0.23
H 18.15583 -21.17381 8.01041 -0.24 0.16 0.17
H 18.73403 -22.66610 8.68237 0.21 -0.32 -0.09
H 20.99834 -22.09926 7.91131 0.28 0.06 0.75
H 20.55763 -20.39824 7.75132 -0.03 0.33 -0.17
H 21.53437 -22.78217 5.82180 0.19 -0.23 0.26
H 21.39642 -21.09754 5.35133 0.25 0.10 -0.46
H 20.44400 -22.39021 4.52741 -0.22 0.31 0.08
```
Forces are in eV/Å.

Mulliken atomic charge list, values in e, 99 entries:
1. Ba -1.16
2. C 1.58
3. C 1.31
4. O -0.14
5. H -0.93
6. H -0.74
7. H 0.01
8. H -0.97
9. H -0.41
10. C -0.77
11. O -0.28
12. C -0.88
13. C -0.57
14. N 1.21
15. C -1.12
16. C -0.60
17. O 0.83
18. C -0.61
19. H 0.33
20. H 0.29
21. H 0.25
22. H 0.53
23. H 0.40
24. H 0.46
25. H -0.26
26. H 0.10
27. H 0.16
28. H 0.48
29. H 0.45
30. H 0.10
31. H -0.02
32. H 0.49
33. H 0.04
34. C -0.75
35. O -0.32
36. C -0.83
37. C -0.02
38. N -0.33
39. C -0.31
40. C 0.08
41. O -0.51
42. C -0.10
43. H 0.26
44. H 0.31
45. H 0.27
46. H 0.50
47. H 0.41
48. H 0.07
49. H 0.16
50. H 0.42
51. H 0.24
52. H -0.20
53. H -0.18
54. H 0.46
55. H -0.27
56. H 0.34
57. H 0.31
58. C -0.77
59. O -0.19
60. C -0.85
61. C -0.25
62. N -0.42
63. C -1.16
64. C 0.95
65. O -0.54
66. C 0.36
67. H 0.33
68. H 0.18
69. H 0.32
70. H 0.41
71. H 0.41
72. H 0.43
73. H 0.15
74. H 0.35
75. H 0.31
76. H 0.33
77. H -0.40
78. H 0.20
79. H 0.05
80. H -0.19
81. H -0.07
82. C -0.77
83. O -0.29
84. C -0.76
85. C -0.29
86. N -0.35
87. C -0.33
88. C 0.17
89. O -0.50
90. C -0.38
91. H 0.31
92. H 0.26
93. H 0.29
94. H 0.43
95. H 0.38
96. H 0.18
97. H 0.37
98. H 0.32
99. H -0.09